Entry 1:
Computed, not measured: a molecular structure, C33H60BaCl3Ge3N2O2Si3 in a non-equilibrium geometry, with ωB97M-V/def2-TZVPD.

Calculated values
Relative energy (zero: lowest compared OMol25 entry of this formula, charge and spin) ... 66.7 kcal per mole
Calculated total energy ... -10058.755322 hartree
Kohn-Sham gap ... 4.519 eV
E_LUMO ... -5.2 eV

```
! RIJCOSX wB97M-V def2-TZVPD def2/J DEFGRID3
* xyz 1 1
Ba -2.028 -1.232 -0.144
O -1.510 -3.480 -0.460
C -2.287 -4.464 -0.826
C -1.781 -5.775 -0.924
C -2.552 -6.809 -1.409
C -3.866 -6.595 -1.822
C -4.399 -5.331 -1.706
C -3.660 -4.274 -1.155
C -4.349 -2.992 -0.998
N -4.386 -2.233 0.049
C -3.873 -2.752 1.391
C -3.482 -1.644 2.480
N -2.063 -1.223 2.515
C -1.343 -1.409 3.538
C 0.095 -1.118 3.574
C 0.659 -1.079 4.852
C 2.000 -0.826 5.069
C 2.816 -0.620 3.970
C 2.289 -0.669 2.690
C 0.941 -0.919 2.450
O 0.488 -0.955 1.171
H -0.747 -5.932 -0.647
H -2.122 -7.800 -1.491
H -4.456 -7.405 -2.227
H -5.423 -5.150 -2.014
H -4.868 -2.594 -1.873
H -3.044 -3.462 1.303
H -4.736 -3.284 1.788
H -3.729 -2.051 3.465
H -4.101 -0.759 2.305
H -1.793 -1.764 4.473
H 0.007 -1.252 5.700
H 2.401 -0.798 6.072
H 3.873 -0.427 4.100
H 2.950 -0.499 1.849
Cl -0.994 -2.846 -4.268
Ge -1.349 -0.910 -3.291
Cl -2.958 -0.041 -4.609
Cl 0.441 0.244 -4.109
C 6.273 -3.867 1.097
C 4.998 -3.859 0.264
C 4.029 -2.766 0.704
C 2.720 -2.811 -0.090
Ge 1.634 -1.203 -0.323
C 2.413 0.541 -0.789
C 3.857 0.841 -0.389
C 4.860 0.149 -1.308
C 6.299 0.338 -0.847
H 6.974 -4.623 0.747
H 6.054 -4.075 2.147
H 6.777 -2.899 1.048
H 4.499 -4.829 0.329
H 5.244 -3.712 -0.792
H 4.530 -1.798 0.601
H 3.817 -2.883 1.770
H 2.047 -3.575 0.306
H 2.921 -3.112 -1.125
H 0.503 -1.497 -1.309
H 1.717 1.295 -0.407
H 2.315 0.576 -1.879
H 4.059 0.562 0.650
H 4.028 1.922 -0.438
H 4.732 0.538 -2.322
H 4.629 -0.920 -1.370
H 6.554 1.397 -0.778
H 7.002 -0.130 -1.536
H 6.454 -0.104 0.140
C -1.246 3.465 -4.331
Si -0.291 3.922 -2.802
C -0.730 5.699 -2.313
C 1.555 3.677 -2.907
Ge -1.208 2.944 -0.798
Si -3.640 2.923 -0.720
C -4.414 2.742 -2.404
C -4.296 1.627 0.476
C -3.902 4.645 0.002
Si -0.267 3.294 1.430
C -1.357 2.498 2.727
C 1.513 2.772 1.629
C -0.392 5.170 1.505
H -0.733 3.906 -5.191
H -2.257 3.873 -4.298
H -1.303 2.390 -4.498
H -0.210 6.333 -3.037
H -0.414 6.023 -1.322
H -1.798 5.893 -2.425
H 1.962 4.382 -3.636
H 1.787 2.666 -3.248
H 2.054 3.855 -1.953
H -3.924 1.991 -3.026
H -4.409 3.690 -2.944
H -5.457 2.438 -2.280
H -4.461 0.656 0.001
H -5.275 1.955 0.834
H -3.656 1.501 1.351
H -3.326 5.432 -0.487
H -3.699 4.675 1.073
H -4.960 4.884 -0.141
H -1.553 1.444 2.525
H -2.309 3.021 2.827
H -0.843 2.551 3.690
H 1.645 1.695 1.536
H 1.838 3.052 2.635
H 2.169 3.273 0.915
H -1.382 5.570 1.288
H 0.337 5.653 0.854
H -0.146 5.451 2.534
*
```


Entry 2:
Computed, not measured: a molecular structure, C33H61BIrN6O3P in a non-equilibrium geometry, with ωB97M-V/def2-TZVPD.

Calculated values
Relative energy (zero: lowest compared OMol25 entry of this formula, charge and spin) ... 55.2 kcal per mole
Calculated total energy ... -2318.386448 hartree
Kohn-Sham gap (alpha / beta) ... 5.746 / 5.796 eV
E_LUMO (alpha / beta) ... -8.7 / -8.6 eV

```
! RIJCOSX wB97M-V def2-TZVPD def2/J DEFGRID3
* xyz 2 1
Ir -0.063 0.938 -0.096
C -2.017 -0.204 -3.524
C -2.820 0.075 -2.247
C -4.317 0.063 -2.537
C -2.431 -0.956 -1.246
C -2.849 -2.277 -1.163
C -2.051 -2.873 -0.185
C -2.038 -4.316 0.179
C -3.442 -4.920 0.150
C -1.107 -5.042 -0.811
N -1.212 -1.926 0.289
N -1.461 -0.761 -0.346
B -0.044 -2.054 1.295
N 1.264 -1.846 0.483
N 1.325 -0.774 -0.339
C 2.325 -0.927 -1.205
C 2.962 -2.125 -0.916
C 2.276 -2.683 0.173
C 2.813 -3.901 0.855
C 4.032 -3.441 1.681
C 1.909 -4.760 1.726
C 2.577 0.072 -2.283
C 2.255 -0.545 -3.645
C 4.021 0.570 -2.242
N -0.161 -0.952 2.370
N 0.106 0.334 2.051
C 0.136 1.058 3.177
C -0.141 0.224 4.247
C -0.340 -1.047 3.703
C -0.679 -2.215 4.566
C 0.618 -2.776 5.173
C -1.539 -3.305 3.938
C 0.334 2.535 3.215
C -1.003 3.182 2.848
C 1.470 2.977 2.297
H -2.268 0.520 -4.291
H -2.246 -1.197 -3.903
H -0.949 -0.141 -3.323
H -2.527 1.056 -1.856
H -4.620 -0.887 -2.968
H -4.565 0.846 -3.249
H -4.886 0.231 -1.627
H -3.618 -2.746 -1.740
H -1.634 -4.436 1.186
H -3.860 -4.931 -0.854
H -4.113 -4.360 0.797
H -3.402 -5.949 0.499
H -1.507 -4.982 -1.820
H -1.025 -6.091 -0.538
H -0.117 -4.590 -0.804
H -0.043 -3.112 1.778
H 3.809 -2.546 -1.416
H 3.193 -4.541 0.048
H 3.720 -2.757 2.466
H 4.769 -2.943 1.057
H 4.502 -4.307 2.140
H 1.617 -4.235 2.630
H 2.466 -5.643 2.027
H 1.022 -5.087 1.194
H 1.890 0.920 -2.103
H 2.902 -1.395 -3.839
H 2.407 0.186 -4.435
H 1.224 -0.885 -3.686
H 4.705 -0.242 -2.480
H 4.277 0.955 -1.256
H 4.167 1.359 -2.976
H -0.198 0.501 5.280
H -1.251 -1.784 5.396
H 1.287 -3.132 4.393
H 0.387 -3.601 5.840
H 1.134 -2.008 5.745
H -0.935 -4.037 3.412
H -2.272 -2.883 3.254
H -2.067 -3.835 4.726
H 0.593 2.818 4.243
H -1.312 2.866 1.845
H -0.927 4.263 2.883
H -1.774 2.874 3.551
H 1.235 2.714 1.252
H 2.401 2.488 2.569
H 1.615 4.052 2.375
C -1.700 6.025 0.596
C -0.491 5.338 -0.017
O -0.951 4.229 -0.802
P -0.117 2.965 -1.348
O -0.934 2.558 -2.621
C -1.213 3.438 -3.738
C -2.626 3.974 -3.656
O 1.188 3.581 -2.042
C 2.391 4.185 -1.555
C 2.772 5.283 -2.533
H -1.369 6.823 1.253
H -2.289 5.316 1.174
H -2.335 6.450 -0.177
H 0.182 4.983 0.770
H 0.056 6.024 -0.672
H -1.072 2.811 -4.621
H -0.487 4.251 -3.756
H -3.349 3.164 -3.681
H -2.808 4.632 -4.502
H -2.767 4.537 -2.735
H 3.164 3.412 -1.515
H 2.248 4.591 -0.553
H 2.953 4.858 -3.516
H 3.673 5.786 -2.193
H 1.976 6.018 -2.618
*
```


Entry 3:
Computed, not measured: 4 unconnected molecules or ions with the total composition C33H61Cl2N2O13P in a non-equilibrium geometry, with ωB97M-V/def2-TZVPD.

Calculated values
SMILES ... CCCCCC[C@]1([PH2]=O)[C@@H]([C@H](Cl)[C@H](C)Cl)NC(=O)[C@]1(CCCCOC=O)N=C(C)C.CCOC(=O)OC.CCOC(=O)OC.CCOC(=O)OC
Calculated total energy ... -3642.911087 hartree
Kohn-Sham gap ... 7.441 eV
E_LUMO ... -0.9 eV

```
! RIJCOSX wB97M-V def2-TZVPD def2/J DEFGRID3
* xyz 0 1
C -4.910 0.858 1.720
C -4.943 -0.702 2.235
C -4.176 -0.971 3.664
C -2.683 -0.283 3.768
C -1.672 -1.110 2.755
C -0.981 -0.158 1.597
C 0.692 -0.232 1.606
P 0.894 -2.087 1.202
O 1.158 -3.004 2.501
C 1.150 0.303 3.107
C 2.729 0.427 3.498
Cl 3.757 -1.083 3.006
C 3.051 0.639 5.097
C 1.817 1.211 6.000
Cl 4.422 1.934 5.226
N 0.732 1.785 3.003
C 1.037 2.225 1.570
O 1.260 3.523 1.380
C 1.116 0.926 0.532
C 2.651 1.087 -0.006
C 3.342 -0.237 -0.658
C 4.833 0.261 -1.228
C 4.925 -0.094 -2.826
O 5.458 -1.458 -2.983
C 4.350 -2.400 -3.287
O 3.663 -2.309 -4.447
N 0.312 0.927 -0.739
C -0.361 2.092 -0.970
C 0.379 3.352 -1.786
C -1.944 2.394 -0.552
H -3.959 0.999 1.019
H -5.906 1.184 1.177
H -4.737 1.525 2.686
H -4.474 -1.429 1.424
H -6.094 -0.996 2.342
H -4.893 -0.592 4.538
H -3.996 -2.148 3.735
H -2.304 -0.338 4.888
H -2.752 0.858 3.499
H -0.911 -1.696 3.421
H -2.347 -1.932 2.220
H -1.405 0.916 1.747
H -1.430 -0.557 0.565
H -0.363 -2.602 0.644
H 1.919 -2.426 0.264
H 0.705 -0.340 3.976
H 3.282 1.330 2.946
H 3.542 -0.349 5.543
H 2.207 1.266 7.127
H 1.409 2.265 5.635
H 0.915 0.430 6.042
H -0.242 1.990 3.333
H 2.610 1.902 -0.879
H 3.414 1.527 0.781
H 3.610 -1.056 0.169
H 2.703 -0.696 -1.529
H 5.689 -0.332 -0.644
H 5.038 1.406 -0.986
H 5.599 0.722 -3.325
H 3.837 0.014 -3.262
H 4.113 -3.219 -2.468
H 0.563 2.960 -2.894
H -0.367 4.274 -1.916
H 1.399 3.669 -1.309
H -1.992 2.733 0.587
H -2.410 3.265 -1.218
H -2.532 1.399 -0.752
C -9.979 1.029 -3.886
C -9.601 1.513 -2.497
O -8.514 0.741 -1.971
C -7.280 1.090 -2.411
O -7.024 1.992 -3.194
O -6.378 0.247 -1.848
C -5.037 0.461 -2.283
H -10.176 -0.048 -3.879
H -10.869 1.550 -4.249
H -9.165 1.198 -4.598
H -10.449 1.372 -1.819
H -9.361 2.583 -2.494
H -4.740 1.507 -2.156
H -4.930 0.152 -3.328
H -4.379 -0.159 -1.669
C -1.684 -7.731 1.107
C -1.691 -6.216 1.212
O -2.663 -5.652 0.323
C -3.944 -5.672 0.766
O -4.328 -6.112 1.838
O -4.732 -5.136 -0.200
C -6.124 -5.159 0.111
H -1.554 -8.045 0.067
H -0.878 -8.157 1.711
H -2.634 -8.154 1.450
H -0.715 -5.826 0.905
H -1.861 -5.883 2.243
H -6.321 -4.703 1.086
H -6.495 -6.188 0.083
H -6.651 -4.579 -0.652
C 9.269 5.946 -3.069
C 9.411 4.778 -2.108
O 8.672 3.644 -2.579
C 9.281 2.906 -3.540
O 10.384 3.118 -4.019
O 8.441 1.900 -3.893
C 8.933 1.082 -4.952
H 8.213 6.163 -3.258
H 9.750 6.841 -2.665
H 9.725 5.717 -4.038
H 8.987 5.053 -1.137
H 10.463 4.520 -1.939
H 9.936 0.705 -4.731
H 8.929 1.645 -5.891
H 8.261 0.226 -5.059
*
```


Entry 4:
Computed, not measured: 8 unconnected molecules or ions with the total composition C33H61I3N10OP in a non-equilibrium geometry, with ωB97M-V/def2-TZVPD.

Calculated values
Calculated total energy ... -3151.028653 hartree
Kohn-Sham gap ... 8.197 eV
E_LUMO ... -3.7 eV

```
! RIJCOSX wB97M-V def2-TZVPD def2/J DEFGRID3
* xyz 1 1
C 4.544 -5.713 3.838
C 4.003 -5.044 2.564
C 3.505 -3.624 2.772
I 3.438 -2.588 0.861
N 2.249 -3.508 3.528
C 1.458 -4.632 3.728
N 1.612 -5.282 4.897
I 2.372 -4.287 6.539
N 0.581 -5.086 2.861
C 0.311 -4.333 1.618
P -0.446 -6.575 3.129
O 0.705 -7.612 3.624
I -0.574 -7.383 0.833
H 3.830 -6.386 4.299
H 5.418 -6.307 3.582
H 4.874 -4.969 4.560
H 4.829 -4.958 1.864
H 3.256 -5.662 2.064
H 4.263 -3.062 3.305
H 1.708 -2.672 3.293
H 0.764 -5.727 5.227
H -0.707 -4.537 1.309
H 1.009 -4.623 0.840
H 0.396 -3.270 1.805
H 0.426 -8.015 4.460
C 3.217 -0.958 -4.955
C 4.167 -1.358 -3.834
C 4.190 -2.870 -3.585
C 2.908 -3.374 -3.092
N 1.909 -3.758 -2.678
H 2.185 -1.209 -4.706
H 3.267 0.115 -5.135
H 3.474 -1.467 -5.886
H 3.891 -0.843 -2.912
H 5.182 -1.044 -4.081
H 4.956 -3.125 -2.851
H 4.441 -3.402 -4.505
C -4.509 -1.420 2.814
C -3.189 -1.201 3.541
C -2.146 -2.270 3.198
C -2.510 -3.606 3.648
N -2.799 -4.667 3.983
H -4.973 -2.362 3.111
H -5.203 -0.612 3.032
H -4.362 -1.438 1.732
H -3.354 -1.188 4.620
H -2.775 -0.229 3.272
H -1.184 -2.024 3.647
H -1.989 -2.308 2.121
C -0.824 2.121 1.439
C 0.353 2.535 2.309
C 1.486 1.501 2.234
C 1.075 0.225 2.806
N 0.751 -0.778 3.261
H -1.275 1.189 1.787
H -1.599 2.884 1.454
H -0.501 1.982 0.410
H 0.036 2.670 3.345
H 0.728 3.496 1.965
H 2.378 1.842 2.762
H 1.766 1.335 1.190
C -1.393 -1.987 -1.272
C -2.171 -0.726 -1.628
C -1.405 0.176 -2.603
C -0.197 0.748 -2.014
N 0.697 1.255 -1.501
H -0.469 -1.747 -0.737
H -1.998 -2.635 -0.638
H -1.125 -2.555 -2.165
H -2.422 -0.164 -0.725
H -3.115 -0.997 -2.103
H -2.039 1.005 -2.926
H -1.132 -0.390 -3.496
C -6.187 4.341 -1.073
C -5.088 4.917 -0.188
C -3.840 4.028 -0.148
C -4.107 2.733 0.478
N -4.326 1.714 0.960
H -6.547 3.387 -0.686
H -7.036 5.022 -1.121
H -5.826 4.180 -2.090
H -5.461 5.064 0.826
H -4.786 5.897 -0.560
H -3.036 4.517 0.405
H -3.472 3.849 -1.161
C 3.848 7.939 0.729
C 4.121 6.629 1.456
C 3.208 5.491 0.985
C 1.804 5.744 1.307
N 0.706 5.957 1.564
H 2.839 8.300 0.929
H 4.547 8.710 1.051
H 3.957 7.819 -0.351
H 4.001 6.768 2.531
H 5.154 6.320 1.289
H 3.500 4.549 1.453
H 3.294 5.354 -0.094
C -2.992 1.881 -7.684
C -1.942 2.895 -7.250
C -1.506 2.708 -5.792
C -2.599 2.963 -4.854
N -3.462 3.167 -4.124
H -3.912 1.992 -7.109
H -3.241 2.011 -8.736
H -2.630 0.860 -7.551
H -2.324 3.908 -7.384
H -1.055 2.805 -7.879
H -0.684 3.382 -5.546
H -1.144 1.689 -5.635
*
```